[1]
The following is a quantum chemistry calculation of a molecular structure, C21H53Cl2F2N6O12S2Tl at a distorted geometry, from OMol25.

Geometry as XYZ:
```
99
Properties=species:S:1:pos:R:3:forces:R:3:mulliken_charge:R:1
Tl -0.237 -2.161 3.812 -0.036 0.239 -0.066 1.150
N -0.308 -0.768 1.342 4.665 1.034 -1.861 0.607
S -1.458 -0.431 0.457 -12.637 -0.906 -1.690 0.544
O -1.781 -1.247 -0.722 1.734 1.519 0.938 -0.484
O -1.930 0.964 0.410 1.422 -2.052 0.094 -0.653
F -2.559 -1.179 1.437 0.569 1.103 0.102 -0.389
S 0.728 -0.129 0.087 5.341 2.345 0.180 -0.291
O 0.938 1.341 0.084 -1.058 -3.682 -0.023 -0.221
O 0.836 -0.809 -1.224 0.024 1.173 3.867 -0.100
F 1.979 -0.619 0.986 -0.742 -0.008 -1.672 0.082
Cl -0.041 6.663 0.175 -0.264 0.293 0.026 -0.167
C 0.532 4.998 0.111 0.703 -0.544 -1.771 -0.157
C 0.963 4.647 -1.375 -0.078 -0.390 1.364 0.008
Cl -0.538 4.183 -2.221 -0.100 0.539 -0.629 -0.135
H -0.303 4.325 0.307 0.283 0.080 0.576 0.011
H 1.371 4.949 0.805 -0.147 -0.367 -0.068 0.304
H 1.523 3.720 -1.507 0.298 0.089 0.805 -0.319
H 1.565 5.441 -1.816 -0.656 0.161 -0.321 0.465
C 0.973 0.837 -4.041 1.672 1.100 -0.479 -0.711
C -0.128 -0.145 -3.843 -2.358 0.243 -1.080 1.523
C -1.078 -0.134 -5.091 -0.542 -0.975 -0.027 -1.715
O 0.364 -1.426 -3.646 -0.258 -0.118 -0.574 -0.575
H 0.567 1.847 -3.977 -0.135 0.016 -0.326 0.220
H 1.425 0.624 -5.009 0.142 0.326 -0.028 0.396
H 1.747 0.788 -3.275 -0.079 -0.311 0.107 -0.156
H -0.618 0.190 -2.929 -0.490 -0.115 0.090 -0.383
H -1.586 0.750 -5.477 0.929 0.846 0.543 0.391
H -1.970 -0.743 -4.942 0.099 -0.540 0.691 0.441
H -0.626 -0.614 -5.958 0.471 0.099 0.074 0.416
H 0.357 -1.480 -2.687 0.259 -0.638 0.406 0.519
C -6.062 2.716 -2.968 1.253 0.580 0.982 -1.274
C -4.789 2.227 -3.730 -1.192 1.165 1.206 0.356
C -3.470 2.099 -2.860 -0.247 -0.173 -0.312 -0.618
O -5.104 1.129 -4.503 0.827 -0.570 -0.788 -0.455
H -6.582 2.096 -2.237 0.121 -0.946 -0.494 0.398
H -6.794 3.170 -3.636 0.187 -0.057 -0.030 0.344
H -5.643 3.437 -2.267 -0.251 0.754 -0.238 0.336
H -4.555 3.047 -4.409 0.104 -0.151 -0.389 0.268
H -2.743 1.712 -3.574 0.069 -0.569 0.344 -0.021
H -3.604 1.525 -1.943 0.006 -0.545 -0.293 0.285
H -3.010 3.027 -2.519 -0.722 0.478 -0.278 0.277
H -5.630 0.478 -4.033 -0.127 0.013 0.338 0.374
C 4.648 -1.155 -2.271 -0.456 0.071 -0.878 -0.910
C 5.088 0.272 -2.324 -0.111 1.316 1.949 0.118
C 4.336 1.107 -1.228 -1.141 -0.502 -0.682 0.206
O 6.445 0.301 -2.024 1.245 0.057 0.052 -0.532
H 3.601 -1.213 -2.570 -0.092 -0.221 -0.089 0.168
H 4.732 -1.533 -1.252 0.233 -0.062 -0.037 0.095
H 5.280 -1.697 -2.974 -0.183 -0.375 0.191 0.421
H 5.026 0.828 -3.260 -0.965 -0.520 -0.402 0.494
H 3.317 1.163 -1.612 -0.252 0.622 -0.104 -0.300
H 4.724 2.100 -1.003 0.127 -0.110 -0.326 0.459
H 4.152 0.577 -0.294 0.716 -0.312 0.110 -0.480
H 6.747 1.088 -2.483 0.790 0.032 0.253 0.384
O -1.183 -3.691 1.408 -1.092 -0.851 -1.679 -0.341
C -1.340 -4.381 0.361 -2.225 3.077 2.713 0.579
N -0.289 -4.984 -0.120 0.861 -2.633 -1.793 -0.245
C -2.664 -4.420 -0.513 -0.373 0.020 0.395 -1.305
H 0.579 -5.079 0.388 -0.409 0.172 0.480 0.196
H -0.559 -5.831 -0.600 0.473 -0.038 -0.678 0.272
H -3.618 -4.041 -0.147 0.751 1.211 1.193 0.309
H -3.162 -5.370 -0.707 1.401 -0.957 -0.342 0.460
H -2.521 -3.875 -1.447 0.435 -0.222 0.010 0.317
O 1.889 -3.095 1.940 -2.683 0.040 2.967 -0.276
C 2.642 -3.487 1.099 1.696 2.128 -0.713 0.646
N 2.235 -3.420 -0.162 1.304 -1.197 -1.076 0.011
C 4.079 -3.610 1.469 1.824 -0.683 0.267 -1.495
H 2.936 -3.742 -0.814 -0.656 0.036 -0.670 0.159
H 1.245 -3.367 -0.351 0.277 0.165 -0.363 -0.081
H 4.163 -3.803 2.539 -0.224 -0.641 -0.164 0.385
H 4.734 -2.741 1.406 -0.906 0.943 -0.434 0.267
H 4.703 -4.270 0.868 -0.471 -0.739 0.103 0.507
O -0.205 0.766 4.218 3.726 -2.637 0.499 -0.486
C -0.694 1.790 3.827 -0.820 1.413 0.086 0.713
N -1.998 1.756 3.881 -2.673 2.598 -1.123 -0.143
C 0.049 3.070 3.407 0.276 -1.041 0.258 -0.921
H -2.514 0.931 4.152 0.304 -0.569 0.186 0.049
H -2.513 2.543 3.513 -0.109 -0.072 0.089 0.172
H 0.621 3.415 4.269 -0.251 0.100 0.144 0.388
H -0.605 3.856 3.029 0.033 -0.203 0.029 0.388
H 0.808 2.768 2.686 -0.210 0.091 -0.286 0.083
O 2.573 -1.140 3.874 -5.063 -3.300 1.330 -0.347
C 3.527 -0.473 3.732 3.128 2.325 2.094 0.577
N 3.976 -0.278 2.551 1.690 1.085 -3.545 -0.091
C 4.334 0.016 4.891 0.955 0.323 0.351 -1.276
H 4.682 0.414 2.345 -0.011 -0.261 0.017 0.286
H 3.354 -0.617 1.831 0.833 0.284 -0.006 0.070
H 4.806 -0.900 5.247 -0.486 -0.043 0.843 0.313
H 3.748 0.598 5.602 -0.052 -0.640 0.192 0.308
H 5.221 0.606 4.660 -0.261 0.312 -0.621 0.420
O -3.135 -0.858 4.345 2.777 -1.059 1.084 -0.678
C -4.321 -0.925 4.100 0.516 0.036 0.898 0.971
N -4.745 -0.063 3.227 -2.396 1.598 -1.880 -0.269
C -5.294 -1.770 4.814 -0.019 -0.362 0.086 -1.317
H -4.079 0.527 2.748 -0.231 -0.170 -0.042 0.125
H -5.735 0.125 3.157 0.165 0.066 -0.380 0.209
H -5.822 -1.090 5.482 -0.405 -0.198 -0.026 0.352
H -4.786 -2.513 5.429 -0.069 0.042 -0.222 0.337
H -5.942 -2.228 4.067 -0.300 -0.080 0.393 0.387
```
Positions in Å, forces in eV/Å.

Output
HOMO ... -13.92 eV
Electronic energy ... -4151.45984 hartree
Relative energy (zero: lowest compared OMol25 entry of this formula, charge and spin) ... 106.92 kcal per mole
Total charge ... +2


[2]
The following is a quantum chemistry calculation of 2 unconnected molecules or ions with the total composition C8H8ClN3O2S at a distorted geometry, from OMol25.

Geometry as XYZ:
```
23
Properties=species:S:1:pos:R:3:forces:R:3:mulliken_charge:R:1
C -1.199 2.512 0.728 0.572 2.188 0.401 -0.400
C -0.044 3.028 0.127 -1.239 -1.855 -0.499 -0.596
C -1.459 1.195 0.768 -0.476 -1.536 -1.055 -0.544
C 0.717 2.104 -0.627 1.649 2.731 1.009 -0.126
C -0.619 0.381 0.032 1.279 -0.538 -1.896 0.927
C -1.918 -2.957 -0.182 0.639 0.141 -0.610 -0.918
C -0.532 -3.061 -0.535 -1.017 -0.749 0.538 -0.095
C -2.121 -1.602 0.032 -0.350 1.064 0.643 0.046
N 0.418 0.830 -0.710 -0.920 -0.640 0.975 -0.359
N -0.859 -1.017 -0.121 -2.380 0.161 0.363 0.572
N 0.045 -1.907 -0.489 2.043 1.018 0.011 -0.753
O 4.508 0.720 -0.284 0.352 -0.285 0.002 -0.491
O 3.129 -1.273 -0.488 4.877 2.933 -0.656 -0.399
S 3.132 0.342 -0.366 -0.201 -0.767 -0.347 0.674
Cl 2.374 0.554 1.599 0.076 -0.198 0.442 -0.222
H -1.923 3.152 1.230 0.318 0.220 -0.128 0.351
H 0.052 4.080 0.170 0.814 0.791 -0.193 0.451
H -2.432 0.878 1.089 0.070 -0.388 0.691 0.255
H 1.766 2.499 -0.986 -2.285 -1.057 0.020 0.302
H -2.513 -3.855 -0.228 -0.654 0.539 0.293 0.367
H 0.065 -3.956 -0.734 -0.431 0.398 -0.062 0.397
H 2.407 -1.781 -0.341 -4.504 -1.914 0.778 0.408
H -2.993 -0.867 0.314 1.768 -2.256 -0.720 0.152
```
Positions in Å, forces in eV/Å.

Output
HOMO ... -9.26 eV
Electronic energy ... -1482.71165 hartree
Relative energy (zero: lowest compared OMol25 entry of this formula, charge and spin) ... 34.89 kcal per mole
Total charge ... 0


[3]
The following is a quantum chemistry calculation of a molecular structure, C17H21As2N3O7S2Tc at a distorted geometry, from OMol25.

Geometry as XYZ:
```
53
Properties=species:S:1:pos:R:3:forces:R:3:mulliken_charge:R:1
Tc -0.575 -0.259 0.527 1.009 -0.137 1.590 0.692
N -2.380 -1.221 4.314 -0.024 0.010 -0.098 -0.439
C -2.051 -0.669 3.116 -0.139 -0.082 0.193 0.693
S -1.792 -1.787 1.780 -0.099 0.216 -0.277 -0.493
N -2.013 0.613 3.014 0.155 -0.084 -0.374 -1.150
N -1.637 1.039 1.731 -0.147 0.117 0.146 0.988
C -1.825 2.302 1.562 -0.054 0.091 -0.036 -0.548
C -1.518 3.055 0.376 -0.113 0.023 0.251 0.304
C -1.950 4.388 0.299 -0.016 0.009 -0.012 -0.727
C -1.682 5.154 -0.811 0.045 -0.041 -0.034 -0.749
C -0.960 4.589 -1.869 -0.030 0.029 0.003 -0.446
C -0.514 3.287 -1.809 0.026 0.065 -0.032 -0.447
C -0.783 2.505 -0.680 0.273 -0.268 0.042 0.344
O -0.301 1.271 -0.652 -0.374 0.001 -0.419 -0.089
H -2.179 -2.195 4.454 0.036 -0.022 -0.001 0.226
H -2.312 -0.620 5.118 -0.019 0.012 0.005 0.252
H -2.269 2.824 2.405 -0.013 0.043 -0.033 0.362
H -2.504 4.802 1.133 0.006 0.002 -0.012 0.393
H -2.017 6.181 -0.863 -0.014 -0.006 -0.008 0.409
H -0.748 5.183 -2.749 0.012 0.001 0.017 0.404
H 0.059 2.839 -2.610 0.001 0.015 0.006 0.517
O 1.348 -2.809 2.311 -0.009 0.017 0.085 -0.494
As 2.050 -1.199 2.320 0.019 0.159 0.163 1.054
O 2.664 -0.979 3.812 -0.046 0.135 -0.272 -0.772
O 0.846 -0.035 1.872 -0.152 -0.433 -0.170 -0.553
C 3.417 -1.176 0.971 0.063 0.084 -0.210 0.222
C 4.687 -0.946 1.498 -0.007 -0.009 -0.056 -0.641
C 5.792 -0.890 0.663 0.022 0.012 0.041 -0.590
C 5.639 -1.058 -0.704 0.032 -0.010 -0.044 -0.598
C 4.383 -1.286 -1.241 -0.014 0.037 0.097 -1.089
C 3.273 -1.341 -0.407 0.151 -0.051 0.092 0.537
S 1.749 -1.667 -1.250 -0.426 0.089 0.140 1.374
O 1.893 -2.934 -1.908 -0.013 -0.091 0.064 -0.692
O 0.722 -1.763 -0.126 0.202 0.185 -0.471 -0.602
O 1.459 -0.530 -2.086 0.045 0.010 -0.085 -0.695
H 1.654 -3.169 3.158 -0.129 -0.026 -0.051 0.290
H 4.785 -0.816 2.568 0.006 0.004 0.005 0.531
H 6.774 -0.714 1.082 -0.008 0.000 0.005 0.389
H 6.501 -1.017 -1.357 -0.005 0.006 0.004 0.387
H 4.256 -1.425 -2.306 -0.012 -0.010 0.012 0.433
C -1.624 -2.867 -1.940 0.012 -0.013 0.022 -1.120
As -1.971 -1.048 -1.403 -0.108 -0.158 -0.142 1.106
C -3.873 -1.082 -1.090 -0.113 0.044 -0.022 -1.205
C -1.803 -0.047 -3.036 0.052 0.008 -0.056 -1.194
H -2.353 -3.141 -2.702 0.004 -0.050 -0.007 0.455
H -1.721 -3.519 -1.074 -0.015 -0.003 0.002 0.321
H -0.612 -2.959 -2.329 0.004 0.020 -0.010 0.353
H -4.383 -1.420 -1.991 -0.046 0.003 0.013 0.443
H -4.220 -0.085 -0.822 -0.009 0.010 -0.012 0.349
H -4.079 -1.759 -0.264 -0.019 -0.011 -0.002 0.393
H -2.408 -0.533 -3.801 0.007 0.044 -0.058 0.468
H -0.752 -0.041 -3.320 0.006 0.003 0.010 0.276
H -2.142 0.975 -2.880 -0.016 0.000 -0.002 0.369
```
Positions in Å, forces in eV/Å.

Output
Expectation value of S² ... 1.0823
HOMO (alpha / beta) ... -8.16 / -8.66 eV
Spin multiplicity ... 2
Electronic energy ... -6700.11982 hartree
Relative energy (zero: lowest compared OMol25 entry of this formula, charge and spin) ... 0.00 kcal per mole
Total charge ... 0


[4]
The following is a quantum chemistry calculation of 4 unconnected molecules or ions with the total composition C5H18NO4S at a distorted geometry, from OMol25.

Geometry as XYZ:
```
29
Properties=species:S:1:pos:R:3:forces:R:3:mulliken_charge:R:1
C 0.515 -1.202 -1.300 -0.700 -0.455 -0.184 -0.482
N 0.208 -0.191 -0.287 -0.072 -1.198 -0.012 0.187
C 0.426 -0.715 1.098 0.696 1.307 -0.694 0.187
C 1.927 -0.869 1.349 0.133 -0.499 1.157 -0.852
S 2.304 -1.339 3.102 -0.052 -0.069 -0.193 -0.617
C -0.070 0.375 2.013 -0.015 -0.142 0.850 -1.109
O -1.497 0.578 1.939 -0.285 0.140 -0.334 -0.577
C 0.422 -0.626 -2.699 0.812 0.523 -0.147 -1.104
H -0.180 -2.055 -1.225 -0.095 0.006 0.035 0.291
H 1.481 -1.655 -1.120 0.397 0.284 -0.038 0.292
H -0.788 -0.037 -0.422 0.014 0.484 0.205 0.250
H -0.067 -1.668 1.318 -0.177 -0.116 -0.093 0.270
H 2.366 -1.659 0.738 -0.102 0.262 -0.228 0.227
H 2.409 0.089 1.159 0.046 0.034 -0.365 0.200
H -1.948 -0.031 2.528 0.261 -0.063 0.233 0.340
H 0.398 1.327 1.748 -0.048 -0.051 -0.204 0.238
H 0.258 0.151 3.031 -0.174 -0.064 -0.072 0.546
H 0.730 -1.341 -3.456 -0.075 -0.295 -0.078 0.427
H -0.558 -0.239 -2.977 -0.181 -0.078 0.235 0.274
H 1.125 0.214 -2.783 -0.187 -0.053 -0.009 0.203
H -2.182 2.745 -0.518 -0.060 0.070 0.019 0.289
H -0.971 2.282 0.294 -0.183 -0.192 -0.144 0.272
O -1.333 2.308 -0.605 -0.010 0.112 0.147 -0.694
H -2.182 -1.121 0.656 -0.050 -0.001 -0.042 0.291
H -3.669 -0.889 0.542 -0.003 0.026 -0.064 0.315
O -2.991 -1.536 0.322 0.011 -0.008 0.060 -0.700
H 0.530 2.275 -1.323 0.038 0.218 -0.117 0.404
H 2.012 2.080 -1.502 -0.118 0.221 0.034 0.319
O 1.325 2.750 -1.619 0.181 -0.403 0.047 -0.686
```
Positions in Å, forces in eV/Å.

Output
HOMO ... -2.73 eV
Electronic energy ... -955.23514 hartree
Relative energy (zero: lowest compared OMol25 entry of this formula, charge and spin) ... 9.17 kcal per mole
Total charge ... -1


[5]
The following is a quantum chemistry calculation of a molecular structure, C4H4CoO3 at a distorted geometry, from OMol25.

Geometry as XYZ:
```
12
Properties=species:S:1:pos:R:3:forces:R:3:mulliken_charge:R:1
O 1.538 -0.270 -0.908 4.071 -0.957 -1.036 -0.643
C 0.959 -0.755 0.211 -4.026 -2.510 -4.160 1.188
O 0.105 0.319 0.373 -3.904 1.240 2.523 -0.638
O 0.622 -1.895 0.391 1.653 1.221 1.247 -0.296
Co 1.624 1.453 -0.033 -0.052 0.564 -0.662 1.131
C -0.520 -0.353 -2.052 -0.815 1.892 0.832 0.379
C -0.284 -1.301 -2.957 3.334 -1.203 -0.510 -0.299
C -1.276 -0.028 -0.875 1.243 0.140 1.563 -0.148
H 0.108 -2.269 -2.624 -0.956 -0.621 -0.007 0.330
H 0.147 -1.038 -3.926 -0.833 0.093 -0.443 0.336
H -1.845 0.905 -0.931 0.303 0.003 0.440 0.327
H -1.767 -0.866 -0.373 -0.018 0.138 0.213 0.332
```
Positions in Å, forces in eV/Å.

Output
Expectation value of S² ... 8.7767
HOMO (alpha / beta) ... -19.11 / -20.18 eV
Spin multiplicity ... 6
Electronic energy ... -1762.21958 hartree
Relative energy (zero: lowest compared OMol25 entry of this formula, charge and spin) ... 62.33 kcal per mole
Total charge ... +2